1.
Here is a molecular structure, C21H39Br3F6N4O8 in a non-equilibrium geometry from OMol25. Energies are from ωB97M-V with the def2-TZVPD basis set.

Cartesian coordinates (Å):
C: -3.16 -2.99 -2.72
C: -3.66 -3.21 -1.29
O: -3.50 -4.28 -0.70
N: -4.22 -2.16 -0.69
C: -4.62 -2.08 0.70
H: -2.10 -3.27 -2.71
H: -3.30 -1.99 -3.10
H: -3.68 -3.69 -3.37
H: -4.12 -1.28 -1.18
H: -3.96 -1.45 1.30
H: -4.73 -3.11 1.07
H: -5.63 -1.71 0.84
C: -3.35 2.56 -0.92
C: -4.39 1.65 -1.49
O: -4.15 0.44 -1.65
N: -5.58 2.15 -1.67
C: -6.78 1.40 -1.95
H: -2.89 2.33 0.04
H: -3.66 3.60 -0.89
H: -2.43 2.50 -1.51
H: -5.76 3.14 -1.57
H: -7.59 1.76 -1.31
H: -6.65 0.33 -1.78
H: -7.13 1.39 -2.98
C: -1.02 0.73 -4.51
C: -0.81 -0.63 -5.08
O: -1.57 -1.17 -5.92
N: 0.21 -1.38 -4.54
C: 0.46 -2.74 -4.91
H: -0.07 1.16 -4.21
H: -1.75 0.70 -3.69
H: -1.44 1.40 -5.25
H: 0.67 -0.93 -3.76
H: 1.49 -3.03 -4.70
H: 0.26 -2.82 -5.98
H: -0.20 -3.46 -4.42
C: 2.41 1.71 2.93
C: 3.59 2.60 3.16
O: 3.31 3.79 3.24
N: 4.77 2.09 3.29
C: 5.94 2.85 3.68
H: 1.76 1.40 3.74
H: 2.73 0.71 2.58
H: 1.85 2.17 2.12
H: 4.87 1.09 3.16
H: 6.34 3.41 2.84
H: 6.70 2.09 3.91
H: 5.81 3.39 4.62
C: 6.11 2.84 -1.46
C: 4.92 1.98 -1.12
O: 5.40 0.89 -0.40
C: 4.66 -0.26 -0.37
O: 3.58 -0.41 -0.89
C: 5.32 -1.39 0.48
F: 5.70 -2.32 -0.39
F: 6.33 -0.91 1.18
F: 4.43 -1.98 1.29
H: 6.85 2.26 -2.02
H: 6.66 3.34 -0.66
H: 5.78 3.62 -2.14
H: 4.44 1.64 -2.04
H: 4.10 2.59 -0.74
C: -1.67 0.65 5.29
C: -0.65 -0.17 4.54
O: -1.14 -1.45 4.25
C: -0.48 -2.32 3.49
O: 0.58 -2.02 2.92
C: -1.25 -3.62 3.09
F: -0.39 -4.66 3.32
F: -2.33 -3.84 3.83
F: -1.54 -3.49 1.81
H: -1.34 1.66 5.06
H: -1.54 0.37 6.34
H: -2.67 0.24 5.12
H: 0.37 -0.21 4.93
H: -0.48 0.32 3.58
C: 0.34 -0.15 -0.07
Br: 0.63 1.62 -0.93
Br: 0.35 -1.57 -1.41
Br: -1.47 -0.21 0.70
H: 1.11 -0.23 0.69

- LUMO energy (eV) = -0.288
- total charge = 0
- Kohn-Sham gap (eV) = 8.45

=====

2.
Here is 4 unconnected molecules or ions with the total composition C35H73N3O5S in a non-equilibrium geometry from OMol25. Energies are from ωB97M-V with the def2-TZVPD basis set.

Cartesian coordinates (Å):
C: 2.66 2.38 1.20
O: 3.54 1.30 0.70
C: 4.68 1.05 1.59
C: 6.09 1.78 1.08
C: 5.98 3.34 1.58
S: 7.59 4.30 1.55
C: 9.06 3.27 1.05
C: 7.39 5.57 0.15
C: 6.94 7.00 0.82
C: 5.47 6.98 1.56
O: 6.95 8.02 -0.25
H: 1.65 2.40 0.56
H: 2.32 2.25 2.32
H: 3.12 3.46 1.11
H: 4.88 -0.12 1.56
H: 4.41 1.35 2.71
H: 6.07 1.68 -0.11
H: 7.02 1.20 1.48
H: 5.49 3.32 2.67
H: 5.24 3.88 0.82
H: 8.99 2.13 1.31
H: 9.34 3.38 -0.10
H: 10.00 3.71 1.63
H: 6.65 5.13 -0.64
H: 8.44 5.76 -0.38
H: 7.73 7.23 1.67
H: 5.55 7.25 2.72
H: 4.95 5.93 1.50
H: 4.82 7.82 1.04
H: 7.30 7.61 -1.10
C: -2.42 -2.65 -2.27
C: -2.71 -1.70 -1.07
C: -3.15 -0.29 -1.59
C: -2.00 0.53 -2.17
C: -0.84 0.63 -1.18
C: -0.37 -0.77 -0.68
N: -1.49 -1.62 -0.19
O: -1.90 -1.11 1.06
C: 0.39 -1.48 -1.83
C: 0.75 -0.56 0.40
C: -3.94 -2.35 -0.36
H: -2.28 -2.11 -3.21
H: -1.54 -3.27 -2.10
H: -3.24 -3.37 -2.43
H: -3.60 0.28 -0.77
H: -3.93 -0.40 -2.35
H: -1.66 0.11 -3.11
H: -2.36 1.54 -2.40
H: -0.01 1.16 -1.65
H: -1.15 1.25 -0.33
H: 0.67 -2.50 -1.55
H: 1.31 -0.96 -2.09
H: -0.18 -1.53 -2.77
H: 0.40 0.04 1.25
H: 1.61 -0.04 -0.02
H: 1.10 -1.53 0.78
H: -3.69 -3.34 0.02
H: -4.77 -2.47 -1.06
H: -4.33 -1.74 0.46
C: -8.39 3.14 -1.83
C: -7.34 2.48 -2.78
C: -7.41 3.13 -4.19
C: -8.63 2.70 -5.00
C: -8.73 1.17 -5.07
C: -8.70 0.52 -3.66
N: -7.56 0.99 -2.82
O: -6.38 0.40 -3.32
C: -10.05 0.80 -2.94
C: -8.71 -1.04 -3.83
C: -5.97 2.88 -2.14
H: -9.16 3.69 -2.38
H: -8.88 2.39 -1.19
H: -7.93 3.84 -1.13
H: -6.50 2.87 -4.76
H: -7.40 4.22 -4.10
H: -9.54 3.13 -4.58
H: -8.55 3.10 -6.02
H: -9.66 0.90 -5.59
H: -7.91 0.79 -5.68
H: -10.04 0.42 -1.92
H: -10.88 0.31 -3.46
H: -10.32 1.86 -2.91
H: -7.87 -1.40 -4.43
H: -9.62 -1.37 -4.35
H: -8.68 -1.54 -2.86
H: -5.86 2.45 -1.13
H: -5.88 3.96 -2.04
H: -5.11 2.56 -2.74
C: 5.46 -4.26 2.69
C: 4.73 -4.67 4.01
C: 4.52 -6.21 4.05
C: 3.42 -6.70 3.11
C: 2.12 -5.94 3.35
C: 2.31 -4.40 3.26
N: 3.43 -3.91 4.12
O: 3.02 -3.97 5.46
C: 2.53 -4.00 1.78
C: 0.95 -3.71 3.62
C: 5.75 -4.29 5.13
H: 5.42 -5.04 1.93
H: 5.05 -3.34 2.26
H: 6.52 -4.03 2.86
H: 4.26 -6.52 5.07
H: 5.46 -6.72 3.81
H: 3.74 -6.61 2.07
H: 3.25 -7.77 3.28
H: 1.38 -6.27 2.60
H: 1.71 -6.22 4.32
H: 2.75 -2.93 1.69
H: 1.65 -4.20 1.18
H: 3.35 -4.55 1.30
H: 0.58 -3.99 4.61
H: 0.17 -4.00 2.90
H: 1.04 -2.62 3.58
H: 5.94 -3.21 5.15
H: 6.71 -4.79 4.97
H: 5.42 -4.60 6.13

- LUMO energy (alpha / beta) (eV) = -3.208 / -3.208
- total charge = +1
- spin multiplicity = 4
- expectation value of S² = 3.76
- Kohn-Sham gap (alpha / beta) (eV) = 6.99 / 7.60

=====

3.
Here is a single C17H12ClN3OS molecule in a non-equilibrium geometry from OMol25. Energies are from ωB97M-V with the def2-TZVPD basis set.

Cartesian coordinates (Å):
N: -0.23 -2.84 -2.35
O: -1.00 2.05 -1.96
S: 3.13 -0.01 -3.57
Cl: 1.59 -4.01 4.64
C: 0.57 -2.10 -2.01
N: 0.90 1.08 -2.73
C: -0.13 1.20 -1.79
C: 1.72 -0.04 -2.66
C: -1.13 2.51 3.07
C: 2.35 -1.85 3.05
C: 0.41 -3.12 2.31
C: 2.27 -1.03 1.91
C: 0.33 -2.27 1.17
C: -0.19 3.01 2.17
C: -1.81 1.30 2.75
C: 1.43 -2.91 3.26
C: 1.24 -1.20 0.98
C: 0.09 2.30 0.99
C: -1.45 0.63 1.55
N: -0.50 1.13 0.70
C: 1.55 -1.07 -1.59
C: -0.15 0.36 -0.51
C: 1.21 -0.32 -0.28
H: -1.41 3.06 3.96
H: 3.14 -1.69 3.75
H: -0.28 -3.90 2.52
H: 3.01 -0.26 1.83
H: -0.47 -2.49 0.49
H: 0.36 3.93 2.38
H: -2.61 0.92 3.39
H: 0.81 2.70 0.25
H: -1.93 -0.32 1.28
H: 2.50 -1.59 -1.42
H: -0.91 -0.43 -0.64
H: 1.97 0.47 -0.14

- LUMO energy (eV) = -1.802
- total charge = 0
- Kohn-Sham gap (eV) = 5.59

=====

4.
Here is a single C3H3NO2 molecule in a non-equilibrium geometry from OMol25. Energies are from ωB97M-V with the def2-TZVPD basis set.

Cartesian coordinates (Å):
O: 2.12 0.13 -0.06
C: 0.81 0.09 0.10
N: 0.45 -1.17 0.08
O: -0.90 -1.22 -0.06
C: -1.33 0.04 0.00
C: -0.32 0.94 0.10
H: 1.92 -1.00 -0.28
H: -2.40 0.17 -0.01
H: -0.35 2.02 0.12

- LUMO energy (eV) = 0.903
- SMILES = Oc1ccon1
- total charge = 0
- Kohn-Sham gap (eV) = 10.63